{
  "formula": "C3H6EuO3",
  "method": "ωB97M-V/def2-TZVPD",
  "largest_force_ev_per_a": 6.99,
  "multiplicity": 8,
  "e_tot_ev": -28660.254,
  "lumo_ev": [-9.5, -9.3],
  "homo_ev": [-18.90, -18.90],
  "charge": 2,
  "e_above_lowest_ev": 1.893,
  "species": ["H", "O", "Eu", "O", "C", "O", "C", "C", "H", "H", "H", "H", "H"],
  "xyz": [[-1.316153, 1.165161, 0.432483], [-0.125833, 0.510707, 0.265997], [-1.855678, -0.427245, 4.079322], [-0.202328, -0.891256, 2.067043], [-0.305912, 0.236597, 1.573692], [-1.434684, 0.853203, 1.780637], [0.484872, -0.503257, -0.642971], [0.845800, 0.197014, -1.920121], [1.345739, -0.900835, -0.097833], [-0.273007, -1.280630, -0.779383], [1.617055, 0.959270, -1.756453], [1.254598, -0.561019, -2.601577], [-0.034469, 0.642290, -2.400837]],
  "forces_ev_per_angstrom": [[1.0, -0.9, 1.9], [1.4, 1.1, -0.4], [0.5, 0.1, -1.1], [2.5, 0.7, 1.9], [-5.2, -3.8, -2.8], [-0.6, 2.9, 0.9], [0.3, -0.2, -0.5], [0.2, 0.0, -0.2], [-0.2, 0.1, -0.1], [0.1, 0.1, 0.1], [-0.2, -0.2, -0.1], [-0.1, 0.2, 0.1], [0.2, -0.1, 0.1]],
  "nbo_charge": [0.625, -0.523, 1.941, -0.690, 0.988, -0.824, -0.060, -0.652, 0.230, 0.214, 0.246, 0.269, 0.237]
}